The following is a DFT calculation (ωB97M-V/def2-TZVPD) of C3H7N3O in the gas phase at a distorted geometry.

```
14
C3H7N3O, DFT ωB97M-V/def2-TZVPD
C 0.7593 -1.2421 -0.2905
C -0.4410 -1.2528 0.2936
C 1.1862 0.1028 -0.6213
N -0.0309 1.0199 0.1130
N -1.0040 0.0387 0.4559
N -2.0604 0.1071 -0.5842
O 2.3562 0.2918 0.0833
H 1.2629 -2.1084 -0.4090
H -1.0202 -2.0565 0.7764
H 1.2019 0.4055 -1.7538
H 0.4878 1.3062 0.8910
H -2.6446 0.9315 -0.3963
H -1.4564 0.3790 -1.3901
H 2.9963 1.0661 -0.2725
```

**Kohn-Sham gap**: 0.339 Ha
**Energy relative to the best compared isomer or geometry (same formula, charge and spin)**: 4.4811 eV
**E_LUMO**: 0.6 eV
**Structure (SMILES)**: NN1C=C[C@H](O)N1
**Calculated total energy**: -357.88519 Eh

Results of the Löwdin charge analysis, in e, for atoms 1 through 6: -0.0524 -0.0960 -0.3559 0.0349 -0.2426 0.0319